{"formula": "C2H3ClO2S", "method": "wB97M-V/def2-TZVPD", "species": ["C", "C", "O", "O", "S", "Cl", "H", "H", "H"], "positions_angstrom": [[1.18, 2.32, -0.87], [-1.55, -0.77, 0.80], [0.49, 1.86, -0.04], [-2.89, 0.83, -0.82], [-2.10, 0.77, 0.34], [-1.93, -2.40, 0.21], [1.95, 3.00, -0.53], [1.02, 1.94, -1.87], [-0.90, -0.65, 1.61]], "nbo_charge": [0.281, -0.593, -0.513, -0.903, 1.255, 0.022, 0.116, 0.119, 0.217], "de_lowest_kj_mol": 241.5, "orbital_gap_ha": 0.3358, "fmax_ev_per_a": 5.64, "e_lumo_ev": 0.0}

{"formula": "C2H3ClO2S", "method": "wB97M-V/def2-TZVPD", "species": ["C", "C", "O", "O", "S", "Cl", "H", "H", "H"], "positions_angstrom": [[-0.16, -1.24, -0.38], [0.24, -0.51, 0.68], [-0.31, 2.64, -1.75], [-0.51, 0.59, 1.07], [0.85, 1.77, -1.48], [1.58, -0.80, 1.61], [0.46, -1.86, -0.88], [-1.06, -0.80, -0.76], [-1.10, 0.21, 1.89]], "mulliken_spin": [-0.013, 0.016, 0.630, 0.003, 1.355, 0.005, 0.002, 0.002, 0.000], "de_lowest_kj_mol": 120.4, "orbital_gap_ha": [0.3473, 0.3206], "s_squared": 2.008, "multiplicity": 3, "fmax_ev_per_a": 4.78, "e_lumo_ev": [0.5, -0.9]}

{"formula": "C2H3ClS", "method": "wB97M-V/def2-TZVPD", "species": ["C", "C", "S", "Cl", "H", "H", "H"], "positions_angstrom": [[-0.78, 0.19, 0.40], [0.43, 0.04, -0.41], [0.76, -1.75, 0.03], [1.77, 1.13, 0.04], [-0.72, 0.31, 1.47], [-1.73, -0.03, -0.05], [0.28, 0.11, -1.48]], "nbo_charge": [-0.156, -0.415, -0.071, -0.035, 0.224, 0.218, 0.234], "de_lowest_kj_mol": 166.4, "orbital_gap_ha": [0.2744, 0.2691], "fmax_ev_per_a": 3.59, "e_lumo_ev": [-1.7, -1.8]}

{"formula": "C2H3ClS", "method": "wB97M-V/def2-TZVPD", "species": ["C", "C", "S", "Cl", "H", "H", "H"], "positions_angstrom": [[-0.43, -0.30, 0.24], [0.93, -0.47, 0.08], [-1.97, 1.00, 0.18], [2.13, 0.76, 0.18], [-0.84, -1.30, 0.18], [-1.27, 1.76, -0.63], [1.45, -1.46, -0.22]], "nbo_charge": [-0.286, -0.275, -0.015, -0.002, 0.203, 0.134, 0.241], "de_lowest_kj_mol": 128.3, "orbital_gap_ha": 0.3499, "fmax_ev_per_a": 3.86, "e_lumo_ev": 0.3}

{"formula": "C2H3ClSi", "method": "wB97M-V/def2-TZVPD", "species": ["C", "C", "Si", "Cl", "H", "H", "H"], "positions_angstrom": [[-0.08, -0.96, -0.05], [-0.93, 0.02, -0.06], [0.77, 0.77, -0.02], [-3.14, 0.22, -0.06], [0.15, -1.90, 0.28], [1.53, 0.89, 1.13], [1.70, 0.96, -1.21]], "nbo_charge": [-0.523, -0.200, 1.050, -0.248, 0.241, -0.175, -0.145], "de_lowest_kj_mol": 339.8, "orbital_gap_ha": 0.3099, "fmax_ev_per_a": 3.75, "e_lumo_ev": -1.3}

{"formula": "C2H3ClSi", "method": "wB97M-V/def2-TZVPD", "species": ["C", "C", "Si", "Cl", "H", "H", "H"], "positions_angstrom": [[-0.02, -0.98, 0.00], [0.92, -0.02, -0.10], [-0.91, 0.57, -0.02], [2.61, 0.04, 0.00], [0.07, -2.08, 0.20], [-0.96, 1.39, -1.26], [-1.72, 1.08, 1.17]], "nbo_charge": [-0.655, -0.349, 1.017, 0.053, 0.234, -0.147, -0.153], "de_lowest_kj_mol": 200.9, "orbital_gap_ha": 0.3512, "fmax_ev_per_a": 2.80, "e_lumo_ev": 0.4}

{"formula": "C2H3CrO2", "method": "wB97M-V/def2-TZVPD", "species": ["C", "C", "O", "O", "H", "H", "Cr", "H"], "positions_angstrom": [[-0.73, 0.10, -0.02], [-0.05, -1.04, 0.23], [1.26, -1.05, 0.39], [0.09, 1.23, -0.18], [-1.62, -0.01, -0.66], [-0.37, 1.99, -0.55], [2.04, 0.71, 0.29], [-0.62, -1.94, 0.50]], "mulliken_spin": [0.043, -0.008, -0.022, -0.052, 0.001, 0.011, 5.031, -0.004], "orbital_gap_ha": [0.2268, 0.2756], "s_squared": 8.760, "multiplicity": 6, "fmax_ev_per_a": 2.29, "e_lumo_ev": [-0.3, -0.3]}

{"formula": "C2H3CuO2", "method": "wB97M-V/def2-TZVPD", "species": ["O", "C", "O", "Cu", "C", "H", "H", "H"], "positions_angstrom": [[-1.23, -0.30, -0.80], [-0.92, 0.20, 0.30], [-0.26, -0.56, 1.15], [-2.80, -1.17, -2.18], [0.99, 0.36, 0.41], [0.86, 1.30, 0.97], [2.06, 0.62, 0.41], [1.30, -0.45, -0.27]], "nbo_charge": [-0.818, 0.313, -0.627, -0.866, -0.752, 0.282, 0.182, 0.285], "orbital_gap_ha": [0.1145, 0.1212], "fmax_ev_per_a": 5.59, "total_charge": -2, "e_lumo_ev": [6.3, 6.4]}

{"formula": "C2H3ErO2", "method": "wB97M-V/def2-TZVPD", "species": ["O", "Er", "O", "C", "C", "H", "H", "H"], "positions_angstrom": [[0.00, 1.37, -0.74], [-0.18, -0.51, 0.27], [1.19, 1.34, 0.13], [1.25, -2.68, 1.24], [0.26, -3.19, 0.78], [2.09, -2.25, 1.78], [1.95, 1.36, -0.48], [-0.65, -3.70, 0.48]], "mulliken_spin": [-0.013, 3.023, -0.005, -0.002, -0.004, 0.000, 0.000, 0.000], "de_lowest_kj_mol": 76.9, "orbital_gap_ha": [0.3218, 0.3287], "s_squared": 3.753, "multiplicity": 4, "fmax_ev_per_a": 3.26, "total_charge": 2, "e_lumo_ev": [-11.4, -11.2]}

{"formula": "C2H3EuO", "method": "wB97M-V/def2-TZVPD", "species": ["H", "O", "C", "C", "H", "H", "Eu"], "positions_angstrom": [[-0.75, 0.46, -1.08], [0.96, -1.09, -0.08], [-0.30, -0.94, -0.17], [-0.84, 0.40, 0.13], [-1.92, 0.37, 0.33], [-0.28, 1.01, 0.87], [3.13, -0.22, 0.01]], "mulliken_spin": [-0.008, -0.056, -0.125, 0.008, 0.003, 0.000, 7.179], "de_lowest_kj_mol": 209.6, "orbital_gap_ha": [0.1527, 0.1742], "s_squared": 15.816, "multiplicity": 8, "fmax_ev_per_a": 2.53, "total_charge": 1, "e_lumo_ev": [-5.8, -5.8]}

{"formula": "C2H3F2I", "method": "wB97M-V/def2-TZVPD", "species": ["C", "C", "F", "F", "I", "H", "H", "H"], "positions_angstrom": [[0.00, -0.36, -1.06], [0.11, 0.30, 0.86], [1.36, 0.57, 1.14], [-0.21, -0.74, 1.64], [-1.19, 1.85, 1.23], [0.77, -1.14, -1.17], [-0.78, -1.03, -0.96], [-0.05, 0.54, -1.68]], "mulliken_spin": [0.592, 0.328, 0.034, 0.029, 1.002, 0.011, -0.003, 0.007], "de_lowest_kj_mol": 305.4, "orbital_gap_ha": [0.2267, 0.2291], "s_squared": 2.010, "multiplicity": 3, "fmax_ev_per_a": 4.74, "e_lumo_ev": [0.8, -3.7]}

{"formula": "C2H3F2NO", "method": "wB97M-V/def2-TZVPD", "species": ["C", "C", "N", "O", "F", "F", "H", "H", "H"], "positions_angstrom": [[0.66, -0.17, -0.52], [0.34, 1.02, 0.19], [-0.82, -1.28, -0.45], [1.50, -0.68, -1.11], [-1.96, -0.48, -0.03], [-0.48, -2.13, 0.53], [-0.59, 1.46, -0.09], [1.23, 1.66, 0.20], [0.13, 0.59, 1.28]], "nbo_charge": [0.734, -0.767, 0.186, -0.438, -0.307, -0.232, 0.289, 0.254, 0.281], "de_lowest_kj_mol": 518.9, "orbital_gap_ha": 0.3729, "fmax_ev_per_a": 4.30, "e_lumo_ev": 0.6}

Number 5 is which compound?
C2H3ClSi

Number 4 is which compound?
C2H3ClS